(1)
Below is C20H30Br36FInNO as an isolated structure, with properties calculated with ωB97M-V with the def2-TZVPD basis set.

Values from the calculation:
Largest force on an atom: 9.70 eV/Å
E: -2554175.2534 eV
Kohn-Sham gap: 5.03 eV

Geometry as ORCA input:
```
! RIJCOSX wB97M-V def2-TZVPD def2/J DEFGRID3
* xyz -1 1
C 0.906 2.437 3.146
C 2.073 2.175 2.034
O 2.910 3.117 1.805
N 2.021 0.865 1.352
C 3.282 0.547 0.607
C 3.071 -0.914 -0.082
C 3.328 -0.929 -1.674
C 1.939 -1.029 -2.525
In 1.875 0.372 -4.308
C 3.274 -0.337 -5.995
C 4.662 0.491 -5.819
F 4.321 1.904 -5.623
H 1.096 3.378 3.772
H -0.108 2.564 2.595
H 0.872 1.491 3.821
H 1.224 0.788 0.698
H 4.134 0.421 1.391
H 3.633 1.360 -0.124
H 3.767 -1.658 0.450
H 1.985 -1.260 0.166
H 4.023 -0.082 -2.049
H 3.907 -1.918 -1.907
H 0.992 -0.870 -1.864
H 1.868 -2.113 -2.951
H 2.336 2.062 -3.925
H 0.199 0.323 -5.009
H 3.497 -1.475 -5.903
H 2.723 -0.092 -6.982
H 5.403 0.323 -6.685
H 5.116 0.139 -4.806
C -1.862 -0.562 5.539
Br -1.708 1.336 5.922
Br -3.552 -0.989 4.685
Br -0.350 -1.219 4.514
H -1.848 -1.082 6.498
C 6.337 3.769 1.086
Br 5.310 5.259 1.786
Br 5.923 3.422 -0.779
Br 8.243 4.007 1.371
H 6.038 2.884 1.649
C 2.772 -5.381 -2.399
Br 0.936 -5.580 -2.994
Br 3.723 -4.046 -3.440
Br 2.880 -5.024 -0.494
H 3.270 -6.337 -2.574
C -6.697 -3.454 5.085
Br -8.297 -2.951 6.062
Br -6.363 -5.364 5.182
Br -6.743 -2.823 3.250
H -5.856 -2.958 5.572
C -2.264 2.406 -2.011
Br -0.912 1.941 -0.697
Br -2.497 1.005 -3.332
Br -3.945 2.899 -1.173
H -1.901 3.288 -2.542
C -7.215 4.980 0.616
Br -8.795 5.522 1.606
Br -6.910 3.067 0.734
Br -7.271 5.589 -1.226
H -6.360 5.466 1.087
C -4.499 7.901 2.333
Br -6.080 8.443 3.322
Br -4.197 5.987 2.452
Br -4.557 8.508 0.490
H -3.645 8.389 2.804
C -3.433 -3.047 -2.860
Br -5.223 -3.643 -2.401
Br -2.366 -2.670 -1.282
Br -2.544 -4.297 -4.051
H -3.539 -2.108 -3.404
C -0.095 0.336 9.359
Br -1.881 -0.300 9.780
Br 0.929 0.726 10.962
Br 0.845 -0.888 8.182
H -0.210 1.275 8.817
C 3.177 -9.041 -4.602
Br 1.339 -9.241 -5.192
Br 4.126 -7.701 -5.637
Br 3.288 -8.689 -2.696
H 3.675 -9.994 -4.780
C -3.535 -5.508 1.582
Br -2.001 -5.771 0.420
Br -3.379 -3.889 2.641
Br -5.206 -5.561 0.595
H -3.551 -6.345 2.281
C 1.724 5.255 -4.209
Br 0.134 5.788 -3.219
Br 2.049 3.305 -4.090
Br 1.664 5.874 -6.054
H 2.574 5.754 -3.735
*
```

(2)
Below is an isolated ion of composition C4H10NO2 and charge +1, with properties calculated with ωB97M-V with the def2-TZVPD basis set.

Values from the calculation:
SMILES string: C[NH2+][C@@H](C)C(=O)O
Largest force on an atom: 4.37 eV/Å
E: -9887.2268 eV
Kohn-Sham gap: 11.60 eV
Energy above the lowest of the compared OMol25 structures with the same formula, charge and spin: 227.8 kJ/mol

Geometry as ORCA input:
```
! RIJCOSX wB97M-V def2-TZVPD def2/J DEFGRID3
* xyz 1 1
C -1.693 0.674 1.095
N -0.181 0.611 0.854
C 0.025 -0.413 -0.334
C 0.017 0.194 -1.688
C 1.377 -1.096 -0.087
O 1.776 -2.204 -0.499
O 2.053 -0.404 0.836
H -1.929 0.785 2.147
H -2.233 -0.185 0.769
H -2.038 1.278 0.324
H 0.059 1.566 0.760
H 0.253 0.278 1.690
H -0.786 -1.328 -0.172
H -0.916 0.642 -2.099
H 0.785 0.988 -1.850
H 0.385 -0.600 -2.471
H 3.046 -0.785 0.726
*
```

(3)
Below is C11H25ClIN2O as an isolated structure, with properties calculated with ωB97M-V with the def2-TZVPD basis set.

Values from the calculation:
Largest force on an atom: 2.33 eV/Å
E: -37463.3983 eV
Kohn-Sham gap: 4.35 eV

Geometry as ORCA input:
```
! RIJCOSX wB97M-V def2-TZVPD def2/J DEFGRID3
* xyz -1 1
N -3.758 -0.312 -1.588
C -2.710 0.435 -2.289
C -1.915 1.367 -1.373
C -0.429 1.546 -1.764
C 0.550 1.586 -0.555
C 1.759 0.624 -0.628
C 2.000 -0.340 0.550
C 2.069 -1.860 0.279
C 1.739 -2.404 -1.112
C 0.320 -2.150 -1.644
Cl -0.862 -1.814 -0.386
O 1.086 -0.134 1.634
C 1.657 0.585 2.701
C 0.572 0.978 3.667
N -0.050 -0.194 4.283
H -3.790 -1.276 -1.904
H -3.583 -0.347 -0.594
H -3.221 1.003 -3.074
H -2.048 -0.282 -2.793
H -2.036 1.040 -0.342
H -2.387 2.346 -1.439
H -0.117 0.825 -2.520
H -0.393 2.523 -2.248
H 0.941 2.603 -0.553
H -0.054 1.485 0.340
H 1.732 0.141 -1.603
H 2.636 1.269 -0.688
H 2.971 -0.081 0.975
H 3.074 -2.207 0.524
H 1.423 -2.364 0.993
H 2.495 -2.050 -1.815
H 1.876 -3.485 -1.073
H 0.347 -1.342 -2.368
H 0.017 -3.018 -2.223
H 2.397 -0.020 3.235
H 2.111 1.512 2.331
H -0.144 1.668 3.211
H 1.048 1.532 4.479
H -0.569 0.100 5.097
H -0.704 -0.616 3.638
I -6.049 1.127 -1.363
*
```

(4)
Below is a 2-piece molecular cluster, C9H18Si overall, with properties calculated with ωB97M-V with the def2-TZVPD basis set.

Values from the calculation:
SMILES string: CC#C[Si](C)(C)C.C=CC
Largest force on an atom: 4.83 eV/Å
E: -17499.3888 eV
Kohn-Sham gap: 9.48 eV
Energy above the lowest of the compared OMol25 structures with the same formula, charge and spin: 223.6 kJ/mol

Geometry as ORCA input:
```
! RIJCOSX wB97M-V def2-TZVPD def2/J DEFGRID3
* xyz 0 1
C 1.812 -2.730 0.065
C 0.830 -1.647 0.123
C 0.077 -0.728 -0.076
Si -1.668 -0.053 -0.157
C -2.571 -0.558 1.391
C -2.403 -0.696 -1.798
C -1.656 1.844 -0.262
H 1.256 -3.468 -0.466
H 1.998 -2.967 1.111
H 2.693 -2.426 -0.446
H -2.068 -0.226 2.331
H -3.513 -0.058 1.401
H -2.694 -1.675 1.355
H -1.913 -1.470 -2.287
H -3.266 -1.083 -1.435
H -2.479 -0.021 -2.607
H -1.349 2.172 0.714
H -1.238 2.263 -1.089
H -2.662 2.086 -0.374
C 2.853 0.768 -0.951
C 1.965 1.288 -0.107
C 2.175 1.545 1.322
H 3.777 0.454 -0.581
H 2.719 0.714 -2.074
H 0.930 1.644 -0.257
H 3.059 1.872 1.612
H 1.829 0.700 1.877
H 1.509 2.455 1.664
*
```

> The highest Kohn-Sham gap belongs to which entry?

C4H10NO2

> Which of these has the highest largest force on an atom?

C20H30Br36FInNO